No. 1
53
Properties=species:S:1:pos:R:3:lowdin_charge:R:1 method="wB97M-V/def2-TZVPD" lumo_energy_ev=0.24 spin_multiplicity=1 relative_energy_kcal_mol=58.6
H 0.76 -2.33 2.73 0.11
H -1.61 1.25 -3.81 0.08
H -0.86 -3.01 -0.89 0.11
O -0.75 -0.68 -1.84 0.05
H 5.08 0.09 -0.12 0.10
C -1.05 -1.35 -2.83 -0.52
C 1.11 2.78 -0.07 -0.38
H -3.01 -2.64 -0.55 0.07
H -0.04 1.13 -4.38 0.09
C 1.64 -2.86 3.09 -0.23
F -0.48 -0.02 2.70 -0.18
O 2.13 3.35 0.72 -0.04
H 3.48 -0.18 -0.90 0.10
H 1.26 -4.33 1.51 0.08
H 1.62 -2.76 4.17 0.14
O 0.38 3.78 -0.62 0.02
H 2.45 -4.90 2.65 0.07
H -0.67 4.42 -2.27 0.12
H -0.92 -4.37 -1.93 0.13
P -2.07 0.00 2.22 0.20
C -2.81 -3.53 -1.16 -0.06
F -2.48 -1.06 3.39 -0.16
H 1.80 5.39 0.79 0.09
H -2.00 5.04 -0.48 0.08
C -1.99 3.98 -0.72 -0.04
C 2.56 -1.46 1.37 -0.43
F -1.73 1.09 1.06 -0.19
O -1.37 -2.60 -2.92 0.08
H 1.22 4.57 2.29 0.10
H -2.83 3.88 -1.40 0.08
H 3.62 1.02 0.38 0.08
O 3.78 -0.94 0.99 -0.02
C 4.00 0.06 0.02 -0.04
C 1.55 -4.29 2.56 -0.05
H -1.16 0.67 -5.47 0.09
O 1.55 -1.15 0.71 0.04
H 2.94 4.82 1.93 0.09
O -1.26 -0.78 -4.08 0.00
F -1.59 -1.16 1.19 -0.20
O 2.70 -2.20 2.51 0.04
O 0.95 1.51 -0.27 -0.03
C -1.43 -3.43 -1.73 -0.17
H -2.05 3.44 0.22 0.07
F -3.59 -0.09 1.64 -0.16
H -0.76 2.70 -2.05 0.11
Li -0.10 -0.05 -0.02 0.66
H -3.02 -4.35 -0.48 0.09
H 0.91 -4.88 3.21 0.08
C 1.96 4.58 1.50 -0.01
F -2.54 1.12 3.30 -0.16
C -0.98 0.59 -4.40 -0.06
H -3.57 -3.50 -1.94 0.09
C -0.71 3.64 -1.51 -0.19

No. 2
46
Properties=species:S:1:pos:R:3:lowdin_charge:R:1 method="wB97M-V/def2-TZVPD" lumo_energy_ev=-4.03 spin_multiplicity=1 charge=+1
H 6.43 -0.65 1.44 0.08
O -0.03 5.40 2.35 -0.02
H -3.19 4.10 5.20 0.07
C 1.25 5.14 1.81 -0.05
H 1.98 5.69 2.41 0.10
H 1.08 -1.24 3.27 0.09
H 0.96 -6.32 -3.76 0.09
C 3.06 0.25 2.35 -0.49
H 1.41 4.07 1.82 0.08
O -1.18 3.69 1.26 0.09
H -2.87 -2.27 -5.72 0.07
H 5.10 -0.69 0.21 0.07
O 2.54 -0.20 1.32 0.07
C -3.74 4.72 4.49 -0.05
H -3.46 5.74 4.77 0.08
C -1.41 -5.21 -4.46 -0.48
O -0.82 -6.40 -4.84 -0.02
C 5.12 1.15 1.36 -0.17
C -1.11 4.61 2.07 -0.52
C -3.65 -3.01 -5.91 -0.07
H 0.43 0.36 3.20 0.09
H 5.81 1.89 1.78 0.12
H -4.38 -4.95 -5.08 0.13
H -3.98 4.83 2.41 0.13
C -3.22 4.39 3.05 -0.22
O -2.02 5.09 2.94 0.02
H -3.48 -3.80 -4.02 0.11
K -1.25 -0.40 -1.41 0.96
C 1.18 -0.25 3.71 -0.09
H -3.55 -3.20 -6.97 0.08
H 4.55 1.65 0.58 0.12
O -1.28 -4.57 -3.41 0.06
H 0.65 -7.87 -4.57 0.10
O 4.26 0.87 2.48 0.02
O -2.35 -4.94 -5.42 0.01
H 0.97 -0.28 4.78 0.10
H 6.61 0.28 0.02 0.07
C 0.20 -7.04 -4.03 -0.02
H -2.99 3.33 3.01 0.12
C 5.86 -0.09 0.71 -0.05
O 2.42 0.36 3.57 -0.02
H 1.27 5.40 0.75 0.09
C -3.55 -4.24 -5.01 -0.19
H -4.80 4.50 4.46 0.08
H -0.23 -7.43 -3.11 0.09
H -4.59 -2.47 -5.86 0.08

No. 3
43
Properties=species:S:1:pos:R:3:lowdin_charge:R:1 method="wB97M-V/def2-TZVPD" lumo_energy_ev=-3.94 spin_multiplicity=1 charge=+1
H -5.02 -0.22 1.75 0.06
H -4.19 -1.02 3.04 0.08
N 3.41 0.90 -0.07 0.11
C -3.81 0.43 -0.52 -1.18
H 5.49 -1.34 1.75 0.07
H -3.65 -0.85 -2.86 0.07
H -2.07 -0.82 1.44 0.10
O 2.00 1.47 -1.71 0.14
C -0.43 2.28 1.01 -0.22
H -2.53 -2.13 -3.14 0.09
Li -1.75 1.20 -2.74 0.75
H 1.21 0.91 1.42 0.13
H -0.40 1.54 -0.96 0.05
O 1.79 2.53 0.19 0.02
C -0.99 1.34 -0.06 -0.47
H -1.87 -0.56 -3.01 0.03
H 5.51 -2.71 0.60 0.07
H 5.80 0.01 -0.05 0.11
H -2.58 -2.58 -0.99 0.13
H 3.88 -0.12 -1.89 0.12
H 1.31 2.48 2.18 0.14
H -3.60 0.54 2.55 0.07
H -0.48 3.30 0.66 0.12
N -3.45 -0.91 -0.20 -0.21
C -2.66 -1.21 -2.60 -0.07
H 5.60 -1.34 -1.18 0.10
C -3.10 -1.10 1.21 -0.23
H -1.05 2.20 1.90 0.12
S -5.31 0.76 -0.98 0.80
C -2.46 -1.51 -1.10 -0.22
H 3.08 -1.09 -0.61 0.12
H -3.20 -2.16 1.42 0.12
H -0.89 0.33 0.29 0.06
C 5.17 -0.81 -0.34 -0.22
S -2.72 1.85 -0.41 0.91
H -1.42 -1.30 -0.83 0.10
C 5.04 -1.78 0.87 -0.09
C -4.04 -0.38 2.18 -0.06
C 2.37 1.59 -0.61 -0.62
C 1.02 1.97 1.26 -0.18
H 3.19 0.59 0.87 0.13
C 3.80 -0.31 -0.83 -0.18
H 4.00 -1.99 1.10 0.06

No. 4
51
Properties=species:S:1:pos:R:3:lowdin_charge:R:1 method="wB97M-V/def2-TZVPD" lumo_energy_ev=1.58 spin_multiplicity=1 relative_energy_kcal_mol=0.0 charge=-1
H 3.35 -2.50 32.50 0.09
C 1.84 1.64 30.66 -0.17
H 0.22 2.57 29.52 0.08
O 2.58 2.40 27.96 -0.44
H 2.45 1.25 29.86 0.07
H 8.00 -6.71 24.51 0.07
H -0.10 0.96 29.96 0.07
Rb 4.13 -1.19 28.59 0.97
C 8.52 -5.99 23.88 -0.07
H 9.23 -6.44 23.19 0.08
H 2.87 -2.44 34.17 0.09
H 8.99 -5.35 24.63 0.08
S 4.00 2.18 27.58 0.15
H 1.27 -0.54 28.44 0.06
O 6.54 -4.56 23.82 0.03
O 5.45 -2.89 24.62 0.02
C 1.00 -4.54 25.38 -0.20
C 0.38 1.86 30.34 -0.07
H -0.77 -5.65 26.03 0.08
H 4.73 -1.55 25.97 0.01
C 6.49 -3.22 23.88 -0.60
H 7.06 -5.79 22.30 0.12
O 4.58 3.44 27.14 -0.40
H 2.28 2.62 30.86 0.13
C 7.55 -5.17 23.05 -0.24
H 6.29 -1.04 25.22 0.11
O 7.29 -2.47 23.39 0.13
O 1.89 0.86 31.89 0.06
H 1.67 -2.98 33.01 0.09
O 2.09 -0.94 33.04 0.00
O 4.05 1.15 26.55 -0.47
C 2.50 -2.29 33.16 -0.06
H 0.27 0.58 27.56 0.10
C 2.10 -0.42 31.79 -0.60
O 0.49 -1.27 26.66 0.02
O 0.49 -3.26 25.81 0.04
H -0.26 2.25 31.14 0.07
H 4.78 -0.93 24.37 0.11
C 1.02 -0.20 27.43 -0.05
O 4.74 1.70 28.79 -0.53
O 2.12 -1.09 30.78 0.03
H 0.74 -5.70 27.11 0.08
C 1.23 -2.36 26.39 -0.59
O 2.44 -2.41 26.49 0.03
H 8.13 -4.43 22.49 0.12
H 0.57 -6.64 25.72 0.08
H 2.09 -4.50 25.41 0.13
C 5.34 -1.55 25.08 -0.03
H 1.84 0.38 27.00 0.07
C 0.32 -5.65 26.11 -0.07
H 0.73 -4.46 24.32 0.13

No. 5
66
Properties=species:S:1:pos:R:3:lowdin_charge:R:1 method="wB97M-V/def2-TZVPD" lumo_energy_ev=-0.25 spin_multiplicity=1 relative_energy_kcal_mol=6.6
H -2.35 1.59 2.53 0.12
H 4.48 1.09 -0.77 0.14
C -3.42 -3.38 -0.32 -0.14
C -0.69 -1.01 -1.65 -0.10
H 2.97 3.07 -0.62 0.14
S -1.64 1.16 -0.81 0.58
H 3.73 3.82 -2.03 0.14
O 1.96 -2.72 0.97 -0.23
C 0.34 -0.21 -0.90 -0.16
O -0.47 0.50 0.06 -0.20
O -5.58 -4.13 0.09 -0.18
C -1.57 1.77 3.26 -0.14
O -0.54 0.93 6.55 -0.21
O -0.90 4.69 -4.54 -0.20
O 2.59 2.12 -2.41 -0.22
H 2.54 -6.60 2.80 0.14
C -0.18 5.43 -2.45 -0.19
C -0.25 1.06 2.96 -0.16
O -1.80 6.87 -5.24 -0.21
H 5.60 2.47 -1.17 0.14
H 0.82 0.51 -1.58 0.10
C 0.22 4.54 -3.60 -0.13
O -5.93 -2.66 1.99 -0.20
O 2.65 -5.06 1.47 -0.18
C 4.68 1.95 -1.40 -0.13
O 3.40 1.67 -4.73 -0.20
O -4.86 -4.85 2.34 -0.21
H -0.87 4.84 -1.82 0.12
H -0.41 0.10 2.49 0.12
O 2.89 -3.36 3.12 -0.18
O -1.14 2.29 -1.50 -0.21
H 4.04 -4.90 3.89 0.14
O 3.04 -0.15 -3.14 -0.22
H 1.16 -0.73 -0.43 0.13
S -0.82 0.46 5.26 0.57
H -0.42 -1.33 -2.65 0.14
O -1.77 -0.05 -1.83 -0.19
O -3.67 -3.14 1.08 -0.20
S 2.99 -3.50 1.54 0.57
H -4.75 -4.40 -1.74 0.13
H 1.07 4.84 -4.21 0.13
O -2.80 1.25 -0.01 -0.20
H 0.49 1.64 2.42 0.13
O 0.34 0.92 4.28 -0.19
H 2.50 -4.64 4.71 0.14
S -1.81 5.93 -4.20 0.58
O -1.97 1.32 4.56 -0.18
C 3.48 2.86 -1.56 -0.16
H -1.10 -1.82 -1.05 0.11
O 4.85 1.47 -2.76 -0.19
S 3.43 1.18 -3.41 0.58
H -2.39 -3.70 -0.37 0.13
O -3.04 5.44 -3.68 -0.22
H 0.27 3.47 -3.42 0.11
O 4.32 -3.33 1.13 -0.20
O -1.11 -0.92 5.04 -0.22
C -4.44 -4.46 -0.70 -0.17
C 2.27 -5.55 2.77 -0.15
S -5.10 -3.70 1.54 0.58
O -0.92 6.50 -3.00 -0.17
H 0.61 5.71 -1.75 0.14
C 2.99 -4.64 3.74 -0.16
H -1.43 2.85 3.32 0.13
H -3.71 -2.48 -0.87 0.13
H 1.19 -5.43 2.91 0.14
H -4.08 -5.47 -0.53 0.13

No. 6
47
Properties=species:S:1:pos:R:3:lowdin_charge:R:1 method="wB97M-V/def2-TZVPD" lumo_energy_ev=-2.74 spin_multiplicity=1 charge=+1
H 0.80 1.31 -0.29 0.09
N 0.56 -1.76 1.21 -0.10
H 1.99 -2.58 -0.10 0.13
C 1.92 -0.50 -0.50 -0.12
H -4.82 0.65 0.93 0.09
C -0.06 4.41 -4.31 -0.15
H 1.20 -4.73 2.86 0.09
H -0.31 -2.07 -0.75 0.15
C -0.42 -2.43 0.26 -0.04
H 2.45 -3.60 3.29 0.10
C 1.73 -3.85 2.51 0.05
H 2.20 -4.12 1.57 0.07
O 0.64 1.54 -2.82 -0.23
H 2.13 0.29 2.22 0.12
C -1.87 -2.35 0.70 -0.12
O -0.28 -2.64 3.40 0.18
H 2.68 -1.64 1.19 0.14
H -0.95 3.86 -4.61 0.14
H 2.54 1.53 0.08 0.11
H -2.32 -3.33 0.64 0.14
H 0.58 5.71 -2.70 0.14
C 1.68 0.89 0.17 -0.15
O -2.53 -1.46 -0.23 -0.02
B 0.65 -2.73 2.41 -0.50
H 1.28 -0.65 -1.35 0.10
H -0.43 -0.32 2.50 0.13
C 1.87 -1.66 0.47 -0.11
H -0.14 -3.48 0.25 0.14
H -3.89 0.98 -0.53 0.10
S 1.16 2.86 -2.80 0.59
H 2.93 -0.48 -0.88 0.13
C -0.18 4.95 -2.90 -0.15
C 1.28 0.62 1.62 -0.14
O 2.45 3.14 -2.29 -0.21
O 1.04 3.49 -4.26 -0.18
H -3.12 0.95 1.07 0.08
H -1.16 5.35 -2.69 0.14
H -0.55 -0.03 0.80 0.13
O 0.10 3.81 -2.07 -0.19
H -2.01 -1.96 1.70 0.13
H 0.14 5.20 -5.04 0.14
C -3.71 -0.98 0.33 -0.54
O -4.51 -1.73 0.73 0.18
H 0.90 1.51 2.09 0.12
C -3.88 0.49 0.44 0.03
H 0.11 -2.08 4.10 0.15
C 0.13 -0.38 1.57 -0.09

No. 7
50
Properties=species:S:1:pos:R:3:lowdin_charge:R:1 method="wB97M-V/def2-TZVPD" lumo_energy_ev=2.52 spin_multiplicity=1 charge=-1
H -5.25 4.87 -1.84 0.08
N 4.39 -4.60 2.40 0.12
H -0.29 0.32 -0.32 0.09
H -3.65 5.01 -1.10 0.08
C 2.71 -3.17 1.29 -0.12
H -3.09 -3.45 0.98 -0.06
O -2.30 4.37 -3.40 0.03
O -1.19 -2.84 2.04 -0.40
H 0.76 2.56 -0.27 0.03
H -2.55 -2.90 -0.91 -0.06
F 0.08 5.57 -3.54 0.15
H 2.73 -2.59 2.21 0.11
H -0.24 -0.11 4.03 -0.01
C 0.78 0.39 -0.40 -0.26
C -3.66 4.07 -3.04 -0.20
C -1.37 3.96 -2.53 -0.39
H -3.74 3.05 -2.67 0.13
S 3.06 1.97 -0.22 0.66
C 0.02 4.31 -3.07 -0.52
H 2.22 -1.14 -0.32 0.10
P -0.87 -0.40 2.78 0.75
O -0.91 0.80 1.90 -0.45
P -1.89 -2.89 0.39 0.43
H 3.37 -2.67 0.58 0.12
H 4.54 -3.68 2.80 0.07
H -2.19 -0.74 3.14 0.01
H 1.98 -0.43 1.24 0.10
F 0.94 4.18 -2.11 0.16
H -2.53 -1.59 0.58 -0.03
C 3.32 -4.54 1.48 -0.57
H 0.68 -2.20 2.81 0.10
O 2.95 -5.48 0.91 0.13
H 1.38 -3.59 -0.38 0.13
H -4.09 6.09 -2.42 0.08
H -4.23 4.13 -3.97 0.12
H 1.10 0.36 -1.43 0.10
O -1.57 3.39 -1.51 0.19
H 0.79 -4.04 1.17 0.10
C 1.46 -0.77 0.35 -0.15
C 1.32 -3.25 0.65 -0.13
F 0.36 3.48 -4.08 0.16
C -0.13 -1.96 2.10 -0.48
C 1.27 1.72 0.18 -0.53
C -4.20 5.07 -2.04 -0.06
H 1.16 1.74 1.25 0.05
O -0.50 -2.04 -0.25 -0.31
H 4.19 -5.27 3.12 0.09
C 0.51 -1.92 0.69 -0.54
H 3.65 1.03 0.54 -0.18
H -1.25 -4.16 0.21 -0.02

No. 8
40
Properties=species:S:1:pos:R:3:lowdin_charge:R:1 method="wB97M-V/def2-TZVPD" lumo_energy_ev=-3.21 spin_multiplicity=1 relative_energy_kcal_mol=0.0 charge=+1
H 1.86 -3.55 2.16 0.11
H 1.40 -0.70 -0.98 0.06
N -1.78 3.16 0.36 0.17
H 0.05 -1.17 -2.02 0.07
H -3.74 3.87 0.78 0.16
H -0.79 -0.78 0.27 0.09
H -0.13 -2.13 2.16 0.10
C -2.16 2.46 -1.69 0.04
C -3.06 3.41 0.09 -0.04
H 3.15 3.99 -0.43 0.09
H 2.33 3.33 0.95 0.09
C -1.19 2.56 -0.74 -0.20
C 1.35 -3.38 1.21 -0.23
C 0.56 -2.07 1.31 -0.23
H 0.46 1.60 -1.63 0.13
H -4.21 3.09 -1.59 0.18
H -0.97 -2.46 -0.16 0.10
C 1.15 3.43 -0.82 -0.43
H 0.64 4.27 -0.34 0.14
H -0.11 -5.08 2.89 0.08
C -0.23 -1.70 0.06 -0.27
C -0.56 -4.93 1.91 -0.11
H -2.08 2.04 -2.67 0.14
N -3.31 3.00 -1.14 0.13
C 0.51 -4.61 0.86 -0.27
H 0.66 4.35 -2.46 0.09
H 2.88 2.24 -0.34 0.09
H -1.10 -5.84 1.64 0.07
O 1.36 3.76 -2.18 -0.01
C 0.65 -1.48 -1.17 -0.11
H -1.29 3.35 1.21 0.19
H 2.14 -3.27 0.46 0.10
C 2.47 3.21 -0.11 -0.03
H 0.47 1.56 0.13 0.12
H 1.19 -2.38 -1.46 0.07
H -1.29 -4.13 2.00 0.06
C 0.24 2.18 -0.74 -0.08
H 0.04 -4.48 -0.12 0.10
H 1.18 -5.47 0.77 0.11
H 1.26 -1.26 1.55 0.11

no.,gap between HOMO and LUMO (eV)
1,11.3511
2,8.8761
3,8.1090
4,5.2215
5,10.7391
6,10.5386
7,6.9120
8,9.8295